(1)
Below is 4 unconnected molecules or ions with the total composition C33H30BCl2F27NO7PS at a distorted geometry, with properties calculated with ωB97M-V/def2-TZVPD.

Calculated values
SMILES string = COB(O)c1c(S)c(CCC(F)=C(F)F)c([PH2]=N)c2c1C(=O)C(Cl)=C(CCCCl)C2=O.FC(F)C(F)(F)COC(F)(F)C(F)F.FC(F)C(F)(F)COC(F)(F)C(F)F.FC(F)C(F)(F)COC(F)(F)C(F)F
Largest force on an atom = 2.5 eV/Å

Structure (ORCA input):
```
! RIJCOSX wB97M-V def2-TZVPD def2/J DEFGRID3
* xyz 0 1
C -0.581 1.096 0.306
O -1.803 0.509 0.826
B -1.542 -0.679 1.471
O -1.450 -0.626 2.866
C -1.385 -2.029 0.641
C -0.257 -2.814 0.767
S 1.002 -2.174 1.870
C -0.088 -3.977 0.055
C 1.200 -4.758 0.217
C 1.994 -4.832 -1.126
C 3.248 -4.023 -1.158
F 4.104 -4.067 -0.126
C 3.544 -3.297 -2.249
F 4.705 -3.309 -2.878
F 2.621 -2.532 -2.806
C -1.099 -4.395 -0.806
P -0.974 -5.971 -1.759
N -1.929 -7.106 -1.239
C -2.223 -3.604 -0.941
C -2.351 -2.438 -0.224
C -3.592 -1.626 -0.458
O -4.174 -1.021 0.420
C -4.076 -1.666 -1.882
Cl -4.769 -0.181 -2.452
C -3.966 -2.770 -2.608
C -4.404 -2.832 -4.047
C -5.022 -4.180 -4.500
C -4.098 -5.042 -5.353
Cl -3.609 -4.199 -6.858
C -3.352 -3.959 -1.901
O -3.762 -5.087 -2.072
H -0.297 0.545 -0.594
H 0.188 1.027 1.082
H -0.795 2.136 0.077
H -2.355 -0.710 3.202
H 0.858 -2.916 2.987
H 1.860 -4.304 0.950
H 0.946 -5.756 0.587
H 2.289 -5.876 -1.281
H 1.384 -4.528 -1.973
H 0.334 -6.479 -1.707
H -1.302 -5.606 -3.092
H -2.455 -6.769 -0.442
H -3.499 -2.681 -4.650
H -5.083 -2.035 -4.329
H -5.422 -4.784 -3.688
H -5.872 -3.939 -5.144
H -3.245 -5.441 -4.806
H -4.684 -5.901 -5.676
C 1.413 0.815 4.451
C 2.106 -0.310 5.248
C 1.308 -0.969 6.376
F 1.001 -0.097 7.351
F 2.055 -1.950 6.938
F 3.294 0.134 5.710
F 2.379 -1.291 4.339
O 1.732 2.164 4.783
C 1.039 2.841 5.766
C 1.950 3.279 6.914
F 2.516 2.214 7.509
F 1.222 3.935 7.846
F -0.017 2.127 6.192
F 0.534 3.953 5.177
H 1.787 0.706 3.434
H 0.336 0.660 4.376
H 0.387 -1.417 5.992
H 2.741 3.936 6.547
C -2.512 5.520 3.266
C -1.762 5.950 1.987
C -0.635 6.976 2.137
F -1.083 8.156 2.599
F -0.080 7.209 0.923
F -2.657 6.372 1.069
F -1.189 4.819 1.481
O -3.774 6.128 3.527
C -3.862 7.321 4.219
C -4.502 8.422 3.370
F -3.769 8.667 2.267
F -4.567 9.568 4.084
F -2.669 7.690 4.716
F -4.667 7.096 5.281
H -2.759 4.471 3.110
H -1.866 5.532 4.144
H 0.146 6.602 2.805
H -5.508 8.132 3.062
C 3.574 1.354 -4.633
C 4.877 2.109 -4.291
C 5.732 2.612 -5.458
F 6.193 1.604 -6.219
F 6.812 3.267 -4.970
F 5.622 1.351 -3.459
F 4.505 3.214 -3.585
O 3.596 -0.069 -4.575
C 3.974 -0.823 -5.672
C 5.211 -1.672 -5.374
F 6.266 -0.896 -5.058
F 5.550 -2.391 -6.471
F 4.130 -0.055 -6.764
F 2.947 -1.662 -5.938
H 2.875 1.632 -3.844
H 3.122 1.715 -5.557
H 5.166 3.305 -6.087
H 5.019 -2.354 -4.542
*
```

(2)
Below is 2 unconnected molecules or ions with the total composition C4H13N2 at a distorted geometry, with properties calculated with ωB97M-V/def2-TZVPD.

Calculated values
Largest force on an atom = 2.7 eV/Å

Structure (ORCA input):
```
! RIJCOSX wB97M-V def2-TZVPD def2/J DEFGRID3
* xyz 1 1
C 2.393 -0.155 1.407
N 1.637 0.136 2.545
C 1.733 0.519 0.108
N 0.496 0.073 -0.191
C -2.150 -0.614 -2.077
C -2.784 0.139 -0.923
H 2.587 -1.219 1.232
H 3.390 0.273 1.511
H 0.649 0.319 2.448
H 2.074 0.683 3.270
H 2.490 0.517 -0.700
H 1.596 1.575 0.357
H -2.740 -1.344 -2.627
H 0.503 -0.962 -0.093
H -1.248 -1.109 -1.695
H -1.890 0.132 -2.832
H -2.943 -0.513 -0.060
H -3.720 0.661 -1.095
H -2.074 0.891 -0.585
*
```

(3)
Below is a single C8H12N2 molecule at a distorted geometry, with properties calculated with ωB97M-V/def2-TZVPD.

Calculated values
SMILES string = C=c1cn/c(=C(/C)CC)[nH]1
Largest force on an atom = 5.2 eV/Å

Structure (ORCA input):
```
! RIJCOSX wB97M-V def2-TZVPD def2/J DEFGRID3
* xyz 0 1
C -1.265 -1.056 1.936
C 0.029 -1.786 1.900
C 0.002 -0.060 0.537
C 0.506 -2.789 2.620
C 0.331 0.816 -0.492
C 1.670 0.794 -1.110
C -1.234 1.511 -2.330
C -0.653 1.834 -0.944
N -1.270 -0.069 1.134
N 0.786 -1.092 0.998
H -2.213 -1.176 2.402
H 1.359 -3.329 2.372
H 0.043 -3.218 3.559
H 2.068 -0.073 -1.551
H 1.812 1.406 -1.894
H 2.531 0.936 -0.370
H -0.730 1.986 -3.029
H -1.211 0.420 -2.336
H -2.251 1.894 -2.340
H -1.534 1.702 -0.221
H -0.140 2.749 -1.124
H 1.366 -1.399 0.284
*
```

(4)
Below is a molecular structure, C11H12B3Br4Cl2F9O3 at a distorted geometry, with properties calculated with ωB97M-V/def2-TZVPD.

Calculated values
Largest force on an atom = 2.1 eV/Å

Structure (ORCA input):
```
! RIJCOSX wB97M-V def2-TZVPD def2/J DEFGRID3
* xyz 0 1
C -1.768 2.100 0.875
C -1.768 1.149 -0.298
Cl -2.462 1.796 -1.734
C -1.280 -0.103 -0.256
Cl -1.306 -1.107 -1.660
B -0.640 -0.683 1.055
O -1.338 -0.600 2.273
B -0.445 -0.199 3.259
O 0.727 -0.919 3.373
B 1.402 -0.995 2.189
C 3.021 -0.921 2.251
F 3.343 -0.350 3.459
F 3.510 -2.204 2.290
C 3.853 -0.102 1.196
F 3.987 1.156 1.690
F 5.088 -0.653 1.108
C 3.372 0.104 -0.271
F 2.296 0.919 -0.298
F 4.386 0.775 -0.869
C 3.115 -1.191 -1.131
F 3.201 -2.284 -0.374
F 1.932 -1.144 -1.703
F 4.021 -1.283 -2.091
O 0.682 -1.134 1.028
H -2.514 1.793 1.610
H -0.789 2.132 1.357
H -1.993 3.109 0.540
H -0.658 0.770 3.910
Br 0.566 3.754 -1.654
C -0.304 4.845 -3.003
C -0.175 4.241 -4.376
Br 1.608 4.479 -5.111
H 0.138 5.834 -2.941
H -1.351 4.893 -2.711
H -0.848 4.738 -5.071
H -0.373 3.174 -4.374
Br -2.909 -6.401 1.571
C -4.197 -4.991 1.210
C -3.648 -3.958 0.263
Br -2.377 -2.781 1.155
H -4.471 -4.566 2.170
H -5.059 -5.485 0.770
H -4.440 -3.304 -0.092
H -3.138 -4.403 -0.586
*
```

(5)
Below is 5 unconnected molecules or ions with the total composition C16H27Br10F3NO at a distorted geometry, with properties calculated with ωB97M-V/def2-TZVPD.

Calculated values
Largest force on an atom = 1.3 eV/Å

Structure (ORCA input):
```
! RIJCOSX wB97M-V def2-TZVPD def2/J DEFGRID3
* xyz -1 1
C 1.739 -0.119 1.280
C 2.134 1.243 1.815
O 3.080 1.331 2.596
N 1.439 2.383 1.374
C 2.310 3.113 0.446
C 0.100 2.055 0.805
C -0.919 3.073 1.320
C -2.318 2.498 1.609
C -3.219 2.082 0.450
F -4.433 2.768 0.543
Br -2.539 2.478 -1.319
C -3.651 0.591 0.492
F -4.404 0.280 -0.590
F -4.458 0.423 1.561
Br -2.207 -0.658 0.603
H 1.635 -0.103 0.192
H 0.794 -0.420 1.726
H 2.548 -0.804 1.561
H 3.295 3.301 0.895
H 2.452 2.555 -0.495
H 1.857 4.078 0.195
H 0.179 2.172 -0.291
H -1.045 3.983 0.700
H -0.551 3.423 2.295
H -2.194 1.648 2.286
H -2.907 3.256 2.144
Br -0.180 0.400 4.090
C 0.698 -0.637 5.474
C 1.264 -1.917 4.918
Br -0.118 -3.248 4.581
H -0.021 -0.809 6.269
H 1.510 -0.011 5.841
H 1.947 -2.379 5.628
H 1.772 -1.753 3.973
Br -4.673 -2.309 -5.626
C -5.514 -2.377 -3.871
C -4.529 -2.170 -2.753
Br -3.415 -3.734 -2.454
H -6.008 -3.341 -3.807
H -6.256 -1.582 -3.872
H -5.055 -1.997 -1.818
H -3.854 -1.341 -2.939
Br 7.061 3.054 -2.841
C 5.477 4.097 -3.278
C 4.295 3.733 -2.421
Br 3.505 2.040 -2.933
H 5.283 3.932 -4.333
H 5.757 5.135 -3.114
H 3.507 4.473 -2.539
H 4.552 3.646 -1.369
Br 0.244 -3.789 -1.357
C 0.846 -5.628 -1.242
C 0.502 -6.408 -2.485
Br -1.388 -6.863 -2.558
H 0.392 -6.055 -0.353
H 1.925 -5.583 -1.114
H 1.032 -7.358 -2.500
H 0.722 -5.851 -3.389
*
```

(6)
Below is a molecular structure, C4H8O, with properties calculated with ωB97M-V/def2-TZVPD.

Calculated values
Largest force on an atom = 0.4 eV/Å

Structure (ORCA input):
```
! RIJCOSX wB97M-V def2-TZVPD def2/J DEFGRID3
* xyz 0 1
O 1.129 1.510 -0.612
C 0.072 1.671 0.043
C -0.772 -0.172 0.467
C 0.323 -1.141 0.794
C -0.486 -1.117 -0.451
H 0.961 0.176 -1.441
H -0.830 2.069 -0.456
H 0.128 1.863 1.126
H -1.673 0.210 0.918
H 1.358 -0.779 0.728
H 0.161 -1.948 1.506
H 0.589 -0.551 -1.472
H -0.960 -1.792 -1.150
*
```

E_tot readings, ordered: -6238.03020; -269.26614; -421.44137; -12842.13611; -26795.56871; -232.23386 Eh